Entry 1:
Molecular formula: C30H28Cl3IrN2O2S2
Method: DFT, the ωB97M-V functional and the def2-TZVPD basis

Each line ends with the Löwdin spin population.
Geometry (Å):
1 Ir -0.794 0.370 -1.474  1.895
2 C -3.245 1.461 -1.278  0.210
3 C -3.237 0.586 -2.384  0.133
4 C -2.854 -0.709 -1.940  0.146
5 C -2.596 -0.631 -0.530  0.099
6 C -2.849 0.717 -0.123  0.156
7 C -2.829 1.181 1.295  0.021
8 C -2.375 -1.775 0.411  0.023
9 C -2.898 -1.948 -2.775  0.016
10 C -3.636 0.961 -3.772  0.011
11 C -3.631 2.901 -1.342  0.027
12 H -2.770 2.264 1.375  0.000
13 H -1.991 0.748 1.844  0.003
14 H -3.746 0.860 1.797  0.009
15 H -2.118 -2.690 -0.120  0.000
16 H -3.287 -1.963 0.984  0.007
17 H -1.578 -1.565 1.126  0.003
18 H -2.516 -2.813 -2.236  0.000
19 H -2.312 -1.833 -3.688  0.003
20 H -3.929 -2.162 -3.065  0.006
21 H -3.531 0.125 -4.461  0.000
22 H -3.030 1.785 -4.151  0.003
23 H -4.678 1.288 -3.786  0.005
24 H -4.675 2.998 -1.648  0.009
25 H -3.032 3.438 -2.082  0.007
26 H -3.518 3.402 -0.382  0.000
27 Cl 3.468 5.857 1.963  0.000
28 C 3.015 4.476 1.030  0.001
29 C 1.673 4.202 0.834  0.003
30 C 1.327 3.096 0.082  0.007
31 Cl -0.379 2.797 -0.188  0.075
32 C 2.290 2.250 -0.457  0.003
33 O 1.968 1.148 -1.215  0.023
34 C 3.627 2.553 -0.249  0.001
35 Cl 4.837 1.522 -0.917  0.002
36 C 3.997 3.665 0.487  0.000
37 H 0.910 4.845 1.251  0.001
38 H 5.044 3.885 0.643  0.000
39 S -0.233 1.724 -3.592  0.269
40 C 0.658 0.261 -3.748  0.052
41 N 1.760 0.156 -4.500  0.122
42 C 2.564 -0.995 -4.472  0.310
43 C 2.108 -2.073 -3.758  0.039
44 C 0.912 -1.985 -3.072  0.325
45 N 0.221 -0.765 -3.035  0.186
46 H 2.044 0.962 -5.035  0.006
47 H 3.497 -0.950 -5.009  0.018
48 H 2.678 -2.992 -3.751  -0.005
49 H 0.458 -2.816 -2.555  0.019
50 C 3.157 -2.454 6.127  0.004
51 C 1.717 -2.547 6.559  0.011
52 O 1.267 -2.059 7.544  0.005
53 S 0.622 -3.608 5.478  0.027
54 C 0.824 -2.680 3.984  0.111
55 C 0.505 -1.316 3.951  -0.016
56 C 0.631 -0.597 2.782  0.093
57 C 1.092 -1.225 1.602  0.035
58 C 1.410 -2.601 1.644  0.097
59 C 1.270 -3.312 2.818  -0.015
60 C 1.237 -0.481 0.434  0.359
61 C 1.120 0.248 -0.602  0.037
62 H 3.582 -1.504 6.444  0.000
63 H 3.273 -2.598 5.056  0.001
64 H 3.692 -3.257 6.640  0.000
65 H 0.152 -0.834 4.855  -0.003
66 H 0.377 0.456 2.755  0.004
67 H 1.770 -3.084 0.744  0.004
68 H 1.514 -4.366 2.850  -0.003

Output
⟨S²⟩ = 8.853
highest occupied orbital energy (alpha / beta) = -8.93 / -11.29 eV
DFT total energy = -3700.84236 Eh
energy above the lowest of the compared OMol25 structures with the same formula, charge and spin = 29.22 kcal/mol
charge = +1
multiplicity = 6
frontier orbital gap (alpha / beta) = 5.5 / 6.1 eV

Entry 2:
Molecular formula: C30H28CrNO3
Method: DFT, the ωB97M-V functional and the def2-TZVPD basis

Each line ends with the Löwdin spin population.
Geometry (Å):
1 C 2.282 0.638 1.178  0.000
2 N 1.558 0.273 2.517  0.000
3 C 0.896 -1.096 2.193  0.000
4 C -0.534 -1.121 1.629  0.000
5 C -1.443 -0.036 2.189  0.000
6 C -0.778 1.325 1.980  0.000
7 C 0.579 1.424 2.724  0.000
8 H 1.585 0.853 0.324  0.000
9 H 2.851 1.546 1.370  0.000
10 H 2.899 -0.190 0.857  0.000
11 H 1.562 -1.610 1.491  0.000
12 H 0.873 -1.635 3.125  0.000
13 H -0.539 -1.073 0.530  0.000
14 H -0.962 -2.103 1.891  0.000
15 H -2.411 -0.071 1.666  0.000
16 H -1.623 -0.183 3.270  0.000
17 H -0.664 1.502 0.899  0.000
18 H -1.466 2.119 2.342  0.000
19 H 0.411 1.448 3.796  0.000
20 H 1.101 2.331 2.418  0.000
21 O 2.106 5.139 0.452  0.053
22 C 2.977 5.135 1.251  0.038
23 Cr 4.125 5.189 2.736  2.319
24 C 2.622 4.597 3.687  -0.003
25 O 1.608 4.265 4.168  0.016
26 C 3.398 6.916 3.090  0.156
27 O 2.751 7.868 3.299  0.145
28 C 6.143 5.924 2.527  0.074
29 C 5.912 5.001 1.506  0.022
30 C 5.405 3.744 1.815  0.049
31 C 5.113 3.376 3.132  0.015
32 C 4.272 2.200 3.403  0.006
33 C 3.515 1.272 3.656  0.010
34 C 2.514 0.187 3.749  0.001
35 C 1.849 0.377 5.187  0.000
36 C 2.250 1.364 6.117  0.000
37 C 1.499 1.653 7.284  0.000
38 C 0.323 0.915 7.516  0.000
39 C -0.031 -0.111 6.634  0.000
40 C 0.763 -0.423 5.524  0.000
41 C 3.221 -1.188 3.725  0.001
42 C 4.237 -1.319 2.776  0.000
43 C 4.518 -2.574 2.206  0.000
44 C 3.864 -3.723 2.686  0.000
45 C 3.025 -3.604 3.806  0.000
46 C 2.803 -2.350 4.400  0.000
47 C 5.407 4.302 4.175  0.003
48 C 5.932 5.559 3.860  0.080
49 H 6.492 6.939 2.311  0.004
50 H 6.086 5.266 0.470  0.001
51 H 5.160 3.020 1.031  0.004
52 H 3.165 1.952 5.958  0.000
53 H 1.836 2.402 8.030  0.000
54 H -0.292 1.108 8.407  0.000
55 H -0.900 -0.743 6.798  0.000
56 H 0.478 -1.300 4.958  0.000
57 H 4.785 -0.440 2.417  0.000
58 H 5.270 -2.602 1.404  0.000
59 H 4.057 -4.681 2.204  0.000
60 H 2.546 -4.478 4.237  0.000
61 H 2.250 -2.307 5.326  0.000
62 H 5.153 4.035 5.210  0.000
63 H 6.129 6.282 4.664  0.004

Output
⟨S²⟩ = 3.810
highest occupied orbital energy (alpha / beta) = -12.84 / -14.24 eV
DFT total energy = -2484.15989 Eh
energy above the lowest of the compared OMol25 structures with the same formula, charge and spin = 54.93 kcal/mol
charge = +2
multiplicity = 4
frontier orbital gap (alpha / beta) = 6.7 / 5.9 eV

Entry 3:
Molecular formula: C30H28F5N2O2RhSSi
Method: DFT, the ωB97M-V functional and the def2-TZVPD basis

Each line ends with the Löwdin spin population.
Geometry (Å):
1 Rh 0.248 0.011 0.831  2.406
2 C 2.325 -0.469 0.086  0.497
3 Si 2.632 1.264 0.706  0.115
4 C 1.430 2.494 -0.169  0.018
5 N 0.018 2.243 0.181  0.123
6 C -0.904 2.395 -0.962  0.007
7 C -1.210 3.870 -1.209  0.005
8 C -1.961 4.465 0.001  0.000
9 C -1.832 3.557 1.232  0.001
10 C -0.416 3.018 1.373  0.012
11 C 4.330 1.881 0.129  0.052
12 C 4.557 2.262 -1.194  0.008
13 C 5.795 2.742 -1.593  0.001
14 C 6.830 2.838 -0.674  0.004
15 C 6.627 2.443 0.640  0.001
16 C 5.386 1.964 1.036  0.009
17 C 2.610 1.449 2.581  0.011
18 C 2.603 2.706 3.186  0.004
19 C 2.634 2.832 4.565  0.002
20 C 2.687 1.698 5.366  0.006
21 C 2.718 0.441 4.782  0.001
22 C 2.679 0.321 3.401  0.007
23 H 2.748 -1.328 0.597  0.028
24 H 2.330 -0.596 -0.992  0.028
25 H 1.559 2.320 -1.240  0.001
26 H 1.719 3.535 0.024  0.002
27 H -1.817 1.844 -0.753  0.001
28 H -0.449 1.927 -1.835  0.000
29 H -1.792 3.974 -2.125  0.001
30 H -0.266 4.398 -1.369  0.000
31 H -3.018 4.595 -0.237  0.000
32 H -1.563 5.455 0.234  0.000
33 H -2.534 2.726 1.162  0.000
34 H -2.079 4.114 2.137  0.000
35 H -0.338 2.394 2.266  0.005
36 H 0.264 3.867 1.517  0.002
37 H 3.760 2.181 -1.925  0.000
38 H 5.955 3.039 -2.622  0.000
39 H 7.795 3.220 -0.983  0.000
40 H 7.437 2.505 1.356  0.000
41 H 5.229 1.659 2.065  0.000
42 H 2.580 3.600 2.571  0.000
43 H 2.622 3.815 5.020  0.000
44 H 2.710 1.797 6.444  0.000
45 H 2.760 -0.446 5.401  0.000
46 H 2.702 -0.669 2.956  -0.001
47 O -2.101 0.310 0.803  0.099
48 N -2.805 -0.043 1.848  0.018
49 C -4.150 0.056 1.770  -0.004
50 C -4.958 -0.279 2.824  0.012
51 C -4.373 -0.747 4.000  -0.004
52 C -3.004 -0.857 4.063  0.018
53 C -2.199 -0.496 2.978  0.026
54 S -0.481 -0.574 3.049  0.219
55 H -4.518 0.413 0.820  0.000
56 H -6.028 -0.183 2.721  0.001
57 H -4.982 -1.024 4.850  0.000
58 H -2.500 -1.230 4.943  0.003
59 F -5.250 -3.572 -0.344  0.006
60 C -3.999 -3.094 -0.404  0.020
61 C -3.685 -2.055 -1.266  -0.003
62 F -4.649 -1.513 -2.023  -0.002
63 C -2.398 -1.572 -1.327  0.018
64 F -2.125 -0.527 -2.122  0.004
65 C -1.349 -2.083 -0.533  0.005
66 O -0.142 -1.598 -0.581  0.188
67 C -1.716 -3.138 0.329  0.017
68 F -0.779 -3.654 1.133  0.005
69 C -3.004 -3.632 0.394  -0.003
70 F -3.305 -4.629 1.232  -0.002

Output
⟨S²⟩ = 6.016
highest occupied orbital energy (alpha / beta) = -7.37 / -7.61 eV
DFT total energy = -2717.38287 Eh
energy above the lowest of the compared OMol25 structures with the same formula, charge and spin = 2.95 kcal/mol
multiplicity = 5
frontier orbital gap (alpha / beta) = 7.7 / 5.6 eV